[1]
# C27H16Br4NO7PPdS

A molecular structure, C27H16Br4NO7PPdS in a non-equilibrium geometry (the ωB97M-V functional and the def2-TZVPD basis, the Open Molecules 2025 dataset).

Positions of all 58 atoms, in Å:
Pd  -0.89  0.25  -1.25
Br  -4.85  -5.33  -1.88
C  -3.90  -3.84  -1.16
C  -3.73  -3.71  0.20
Br  -4.40  -5.02  1.40
C  -3.03  -2.60  0.70
Br  -2.78  -2.31  2.56
C  -2.52  -1.63  -0.14
O  -1.91  -0.54  0.29
C  -2.67  -1.78  -1.55
O  -2.14  -0.86  -2.33
C  -3.38  -2.87  -2.03
Br  -3.58  -2.98  -3.92
O  0.09  3.85  -3.15
C  0.12  2.81  -2.50
O  -0.55  1.74  -2.73
C  1.06  2.70  -1.29
P  0.07  1.85  -0.03
C  0.87  2.02  1.58
C  0.14  1.66  2.72
C  0.74  1.74  3.97
C  2.06  2.16  4.09
C  2.79  2.49  2.96
C  2.20  2.40  1.70
C  -1.38  2.99  0.20
C  -2.61  2.62  -0.35
C  -3.70  3.48  -0.26
C  -3.56  4.71  0.37
C  -2.34  5.08  0.92
C  -1.26  4.22  0.83
H  1.47  3.66  -0.99
H  1.85  2.00  -1.58
H  -0.88  1.31  2.62
H  0.17  1.46  4.85
H  2.52  2.23  5.07
H  3.82  2.79  3.04
H  2.77  2.64  0.82
H  -2.66  1.64  -0.83
H  -4.64  3.18  -0.69
H  -4.41  5.37  0.44
H  -2.24  6.04  1.41
H  -0.30  4.52  1.26
O  2.17  -0.40  -2.08
C  1.89  -1.45  -1.51
N  0.71  -1.80  -0.95
S  0.83  -3.16  -0.11
O  -0.06  -4.19  -0.59
O  0.83  -2.92  1.32
C  2.49  -3.57  -0.58
C  3.27  -4.68  -0.30
C  4.55  -4.71  -0.83
C  5.03  -3.66  -1.62
C  4.23  -2.56  -1.89
C  2.95  -2.53  -1.36
H  2.88  -5.49  0.31
H  5.19  -5.57  -0.63
H  6.03  -3.72  -2.02
H  4.57  -1.73  -2.50

Its energy is -12783.54657 hartree. The largest force on an atom is 0.0243 hartree/bohr. As for the net charge: -2. For the lowest unoccupied orbital energy, the calculation gives 4.2 eV. As for the spin multiplicity: 1. The calculation puts the energy relative to the best compared isomer or geometry (same formula, charge and spin) at 10.2 kcal/mol.

---

[2]
# H6NO2PSi

H6NO2PSi in the gas phase in a non-equilibrium geometry (the ωB97M-V functional and the def2-TZVPD basis, the Open Molecules 2025 dataset).

Positions of all 11 atoms, in Å:
N  0.33  -0.15  -1.70
P  0.68  1.18  -0.61
O  -0.79  1.85  -0.78
O  0.53  0.32  0.95
Si  -0.10  -1.02  1.51
H  0.07  0.16  -2.57
H  1.14  -0.71  -1.73
H  -1.02  2.47  -0.08
H  -1.51  -0.99  1.14
H  0.69  -2.26  0.80
H  -0.02  -0.83  3.07

Its energy is -839.72784 hartree. The largest force on an atom is 0.0919 hartree/bohr. As for the net charge: 0. For the lowest unoccupied orbital energy, the calculation gives 0.8 eV. As for the spin multiplicity: 1. The SMILES is NP(O)O[SiH3]. The calculation puts the energy relative to the best compared isomer or geometry (same formula, charge and spin) at 12.6 kcal/mol.

---

[3]
# C3H11NOS2

2 unconnected molecules or ions with the total composition C3H11NOS2 in a non-equilibrium geometry (the ωB97M-V functional and the def2-TZVPD basis, the Open Molecules 2025 dataset).

Positions of all 18 atoms, in Å:
C  2.16  0.17  1.40
S  1.64  1.31  0.08
S  -0.04  0.19  -0.59
C  -1.90  0.53  -0.50
C  -2.39  0.64  0.95
N  -2.86  -0.70  1.39
H  3.14  0.55  1.69
H  1.39  0.19  2.16
H  2.31  -0.80  0.93
H  -2.28  -0.40  -0.92
H  -2.12  1.33  -1.18
H  -3.21  1.34  1.04
H  -1.53  0.84  1.58
H  -2.54  -0.92  2.33
H  -3.86  -0.70  1.55
O  1.29  -2.97  -2.43
H  0.40  -3.12  -2.74
H  1.29  -3.37  -1.55

Its energy is -1047.22194 hartree. The largest force on an atom is 0.0328 hartree/bohr. As for the net charge: 0. For the lowest unoccupied orbital energy, the calculation gives 0.4 eV. As for the spin multiplicity: 1. The SMILES is CSSCCN.O. The calculation puts the energy relative to the best compared isomer or geometry (same formula, charge and spin) at 28.5 kcal/mol.